{"formula": "C23H53ClOsP2Si", "method": "ωB97M-V/def2-TZVPD", "symbols": ["Os", "Cl", "P", "C", "C", "C", "C", "H", "C", "H", "H", "H", "H", "H", "H", "H", "C", "C", "H", "H", "H", "H", "H", "H", "C", "H", "C", "H", "H", "H", "H", "H", "H", "H", "H", "P", "C", "C", "C", "C", "H", "C", "H", "H", "H", "H", "H", "H", "H", "C", "C", "H", "H", "H", "H", "H", "H", "C", "H", "C", "H", "H", "H", "H", "H", "H", "C", "Si", "C", "C", "C", "C", "H", "H", "H", "H", "H", "H", "H", "H", "H"], "positions_angstrom": [[-0.023, -0.006, -0.912], [-0.104, 0.064, -3.314], [-0.327, -2.322, -1.140], [0.686, -3.149, -2.475], [-0.077, -3.453, 0.326], [-2.080, -2.568, -1.733], [2.087, -2.539, -2.601], [0.102, -2.893, -3.376], [0.782, -4.677, -2.371], [1.517, -4.986, -1.617], [1.130, -5.053, -3.343], [-0.166, -5.181, -2.161], [2.036, -1.564, -3.097], [2.728, -3.201, -3.198], [2.558, -2.404, -1.617], [-2.051, -2.025, -2.696], [-3.113, -1.892, -0.819], [-2.439, -4.033, -2.011], [-1.925, -4.425, -2.895], [-3.516, -4.098, -2.212], [-2.224, -4.687, -1.154], [-2.670, -1.109, -0.185], [-3.621, -2.621, -0.173], [-3.869, -1.404, -1.452], [1.320, -3.227, 0.903], [-0.166, -4.483, -0.053], [-1.117, -3.218, 1.420], [2.125, -3.555, 0.236], [1.415, -3.779, 1.847], [1.437, -2.156, 1.124], [-1.129, -2.147, 1.673], [-0.804, -3.767, 2.320], [-2.124, -3.560, 1.152], [1.528, -0.456, -0.707], [-1.565, 0.431, -0.657], [0.321, 2.337, -1.090], [-0.823, 3.210, -2.280], [0.230, 3.418, 0.437], [2.000, 2.598, -1.862], [-2.227, 2.596, -2.284], [-0.333, 2.997, -3.245], [-0.915, 4.730, -2.098], [-1.564, 4.995, -1.253], [-1.373, 5.143, -3.007], [0.048, 5.232, -1.971], [-2.211, 1.606, -2.751], [-2.909, 3.240, -2.856], [-2.622, 2.496, -1.264], [1.858, 2.099, -2.839], [3.120, 1.868, -1.102], [2.336, 4.073, -2.113], [1.716, 4.511, -2.902], [3.379, 4.144, -2.449], [2.239, 4.684, -1.204], [2.736, 1.142, -0.369], [3.782, 2.575, -0.582], [3.725, 1.301, -1.825], [-1.119, 3.203, 1.127], [0.314, 4.460, 0.092], [1.359, 3.100, 1.413], [-1.951, 3.692, 0.607], [-1.080, 3.599, 2.151], [-1.310, 2.123, 1.200], [1.295, 2.032, 1.675], [1.206, 3.685, 2.331], [2.356, 3.339, 1.024], [1.526, -0.880, 4.792], [0.006, -0.002, 4.097], [-1.520, -0.883, 4.779], [0.001, 1.762, 4.777], [0.034, -0.044, 2.240], [0.014, -0.050, 0.964], [1.449, -0.832, 5.888], [2.467, -0.398, 4.494], [1.589, -1.938, 4.501], [-1.442, -0.835, 5.875], [-2.461, -0.398, 4.485], [-1.591, -1.941, 4.492], [0.884, 2.354, 4.497], [-0.888, 2.345, 4.498], [0.003, 1.658, 5.873]], "largest_force_ev_per_a": 5.1, "homo_energy_ev": [-3.110, -7.830], "energy_ev": -66151.2980, "homo_lumo_gap_ev": [3.8, 5.9], "multiplicity": 5}

***

{"formula": "C36H36MoN3OP2S3Si", "method": "ωB97M-V/def2-TZVPD", "symbols": ["Mo", "S", "C", "C", "C", "C", "N", "C", "C", "C", "S", "C", "N", "H", "H", "C", "P", "C", "C", "C", "C", "C", "C", "C", "P", "C", "C", "H", "H", "H", "H", "H", "H", "H", "H", "H", "H", "H", "H", "H", "H", "H", "H", "O", "S", "N", "C", "C", "C", "C", "C", "C", "C", "C", "C", "C", "H", "H", "H", "H", "H", "H", "H", "C", "Si", "C", "C", "C", "C", "C", "C", "C", "H", "H", "H", "H", "H", "H", "H", "H", "H", "H", "H"], "positions_angstrom": [[0.226, 0.410, -0.159], [-1.574, -0.962, -1.242], [-2.609, -1.646, -0.041], [-3.564, -2.602, -0.409], [-4.388, -3.183, 0.535], [-5.357, -4.172, 0.123], [-6.128, -4.959, -0.205], [-4.288, -2.800, 1.884], [-3.350, -1.848, 2.250], [-2.506, -1.272, 1.303], [-1.303, -0.114, 1.779], [-5.140, -3.381, 2.893], [-5.818, -3.822, 3.710], [-3.639, -2.905, -1.446], [-3.272, -1.548, 3.287], [2.973, -1.331, 1.823], [2.036, 0.200, 1.540], [3.442, 1.374, 1.375], [1.420, 0.729, 3.179], [1.775, 0.128, 4.379], [1.339, 0.661, 5.585], [0.556, 1.805, 5.589], [0.181, 2.393, 4.389], [0.584, 1.852, 3.175], [0.082, 2.564, 1.531], [0.998, 4.153, 1.602], [-1.620, 3.190, 1.843], [2.337, -2.132, 2.196], [3.794, -1.140, 2.517], [3.371, -1.640, 0.857], [3.877, 1.554, 2.358], [3.134, 2.314, 0.923], [4.194, 0.929, 0.721], [2.394, -0.761, 4.379], [1.625, 0.192, 6.518], [0.229, 2.235, 6.527], [-0.446, 3.276, 4.416], [0.593, 4.758, 2.414], [0.894, 4.676, 0.653], [2.058, 3.976, 1.771], [-1.792, 3.396, 2.898], [-2.347, 2.455, 1.506], [-1.749, 4.114, 1.280], [2.896, 3.583, -1.281], [2.636, 2.225, -1.795], [1.617, 1.401, -1.091], [0.473, -5.420, 0.349], [0.045, -4.313, 1.116], [0.329, -3.042, 0.703], [1.027, -2.769, -0.505], [1.208, -1.420, -1.002], [1.952, -1.312, -2.159], [2.489, -2.427, -2.849], [2.266, -3.692, -2.409], [1.508, -3.891, -1.227], [1.204, -5.205, -0.782], [0.223, -6.427, 0.660], [-0.514, -4.470, 2.031], [0.008, -2.208, 1.315], [2.106, -0.340, -2.603], [3.061, -2.257, -3.755], [2.641, -4.554, -2.950], [1.564, -6.042, -1.370], [-0.544, 3.824, -1.572], [-0.913, 1.983, -1.853], [-2.787, 2.026, -2.015], [-0.250, 1.635, -3.601], [-0.257, 0.348, -4.155], [0.194, 0.108, -5.446], [0.671, 1.154, -6.225], [0.704, 2.435, -5.697], [0.253, 2.666, -4.402], [-0.912, 4.418, -2.414], [0.516, 4.050, -1.436], [-1.077, 4.170, -0.684], [-3.063, 2.828, -2.708], [-3.263, 2.223, -1.049], [-3.184, 1.085, -2.394], [-0.617, -0.491, -3.573], [0.174, -0.900, -5.842], [1.016, 0.970, -7.236], [1.080, 3.259, -6.293], [0.300, 3.675, -4.012]], "largest_force_ev_per_a": 2.1, "total_charge": -1, "homo_energy_ev": [-4.111, -4.406], "energy_ev": -105255.0044, "homo_lumo_gap_ev": [6.2, 6.3], "relative_energy_ev": 0.2445}

***

{"formula": "C9H14O", "method": "ωB97M-V/def2-TZVPD", "symbols": ["C", "C", "C", "C", "C", "C", "C", "C", "C", "O", "H", "H", "H", "H", "H", "H", "H", "H", "H", "H", "H", "H", "H", "H"], "positions_angstrom": [[2.188, 0.659, -0.461], [2.210, -0.393, 0.504], [1.015, 1.209, -0.715], [1.044, -1.067, 0.804], [-0.347, 0.692, -0.198], [-0.186, -0.840, -0.129], [-0.439, 1.108, 1.260], [-1.536, 1.145, -1.075], [-1.360, -1.663, 0.316], [0.183, -1.346, -1.482], [3.000, 1.081, -1.023], [3.032, -0.594, 1.148], [1.057, 2.204, -1.204], [0.920, -1.763, 1.539], [-0.897, 2.036, 1.338], [0.589, 1.218, 1.597], [-0.976, 0.429, 1.994], [-2.524, 0.594, -0.814], [-1.267, 0.821, -2.077], [-1.819, 2.153, -1.070], [-1.044, -2.227, 1.124], [-1.408, -2.324, -0.513], [-2.280, -1.124, 0.551], [0.846, -2.009, -1.415]], "largest_force_ev_per_a": 4.8, "homo_energy_ev": -8.493, "smiles": "CC1(C)C=CC=C[C@]1(C)O", "energy_ev": -11605.1915, "homo_lumo_gap_ev": 9.2, "relative_energy_ev": 2.4453}

***

{"formula": "C12H19O10P", "method": "ωB97M-V/def2-TZVPD", "symbols": ["O", "C", "C", "C", "P", "O", "O", "O", "C", "O", "O", "H", "H", "H", "O", "C", "O", "C", "C", "C", "H", "H", "H", "H", "H", "H", "H", "H", "O", "C", "O", "C", "C", "C", "H", "H", "H", "H", "H", "H", "H", "H"], "positions_angstrom": [[-1.762, -1.839, -1.516], [-0.702, -1.844, -2.040], [0.540, -2.544, -1.570], [1.527, -1.673, -1.734], [3.147, -1.830, -0.964], [3.178, -3.067, -0.190], [3.337, -0.493, -0.121], [4.271, -1.625, -2.058], [1.046, -0.634, -2.703], [1.683, 0.135, -3.352], [-0.297, -0.874, -2.945], [0.562, -3.507, -1.089], [2.519, -0.198, 0.298], [3.995, -1.781, -2.966], [2.296, 1.242, 3.010], [3.402, 1.704, 2.916], [3.532, 3.043, 2.844], [4.805, 3.698, 2.875], [5.445, 3.773, 1.505], [4.618, 0.822, 2.780], [5.461, 3.227, 3.609], [4.584, 4.699, 3.244], [5.663, 2.781, 1.109], [6.377, 4.335, 1.556], [4.774, 4.272, 0.806], [4.702, 0.552, 1.727], [4.447, -0.083, 3.357], [5.554, 1.265, 3.108], [-6.917, -0.555, -3.503], [-6.551, -0.857, -2.402], [-7.491, -1.105, -1.461], [-7.171, -1.627, -0.168], [-6.780, -0.540, 0.811], [-5.090, -0.896, -2.022], [-6.407, -2.402, -0.244], [-8.087, -2.117, 0.160], [-5.871, -0.027, 0.498], [-6.609, -0.967, 1.800], [-7.575, 0.201, 0.883], [-4.777, 0.112, -1.750], [-4.523, -1.207, -2.895], [-4.852, -1.569, -1.205]], "largest_force_ev_per_a": 1.1, "homo_energy_ev": -10.056, "smiles": "O=C1C=C(P(=O)(O)O)C(=O)O1.CCOC(C)=O.CCOC(C)=O", "energy_ev": -42517.8779, "homo_lumo_gap_ev": 8.4}

***

{"formula": "C3H11NOS2", "method": "ωB97M-V/def2-TZVPD", "symbols": ["S", "S", "C", "C", "N", "C", "H", "H", "H", "H", "H", "H", "H", "H", "H", "H", "H", "O"], "positions_angstrom": [[1.460, -1.349, -1.627], [1.042, -2.460, -0.069], [-0.682, -2.502, -0.266], [-1.098, -2.046, 1.202], [-0.368, -0.745, 1.549], [-0.941, 0.483, 1.010], [1.568, -0.183, -0.886], [-1.217, -1.793, -0.933], [-0.946, -3.557, -0.522], [-0.990, -2.736, 2.072], [-2.199, -1.745, 1.298], [0.104, -0.682, 2.516], [-1.072, 0.229, 0.001], [0.002, 1.231, 1.039], [-1.840, 0.660, 1.738], [2.046, 5.056, -2.433], [2.920, 6.286, -2.682], [2.213, 5.853, -3.007]], "largest_force_ev_per_a": 5.6, "homo_energy_ev": -7.984, "smiles": "CNCCSS.O", "energy_ev": -28494.9108, "homo_lumo_gap_ev": 8.4, "relative_energy_ev": 2.6856}

***

{"formula": "C33H52BCsN6Te4", "method": "ωB97M-V/def2-TZVPD", "symbols": ["Cs", "C", "C", "C", "C", "C", "C", "C", "C", "C", "H", "H", "H", "H", "H", "H", "H", "H", "H", "H", "H", "H", "C", "C", "C", "C", "N", "N", "B", "N", "N", "C", "C", "C", "C", "C", "C", "C", "C", "N", "N", "C", "C", "C", "C", "C", "C", "C", "C", "C", "C", "C", "C", "H", "H", "H", "H", "H", "H", "H", "H", "H", "H", "H", "H", "H", "H", "H", "H", "H", "H", "H", "H", "H", "H", "H", "H", "H", "H", "H", "H", "H", "H", "H", "H", "H", "H", "H", "H", "H", "H", "H", "H", "Te", "Te", "Te", "Te"], "positions_angstrom": [[-0.200, 0.348, 1.976], [2.059, -4.088, -0.241], [1.047, -4.398, 0.831], [-0.169, -4.992, 0.516], [-1.138, -5.214, 1.489], [-2.468, -5.818, 1.121], [-0.864, -4.847, 2.800], [0.363, -4.295, 3.157], [0.670, -3.997, 4.598], [1.304, -4.070, 2.159], [1.728, -3.249, -0.859], [2.216, -4.944, -0.900], [3.017, -3.811, 0.197], [-0.377, -5.269, -0.511], [-3.105, -5.085, 0.623], [-2.997, -6.169, 2.007], [-2.344, -6.661, 0.438], [-1.613, -5.010, 3.569], [0.836, -4.926, 5.150], [-0.153, -3.468, 5.081], [1.557, -3.375, 4.703], [2.260, -3.629, 2.422], [1.134, 1.213, -4.835], [0.366, 0.403, -3.842], [-0.229, -0.826, -4.030], [-0.770, -1.150, -2.769], [-0.515, -0.195, -1.891], [0.170, 0.766, -2.553], [0.456, 2.176, -1.958], [-0.798, 2.756, -1.256], [-1.531, 2.103, -0.321], [-2.580, 2.865, -0.056], [-2.539, 4.043, -0.823], [-1.387, 3.935, -1.569], [-0.838, 4.930, -2.538], [-3.646, 2.429, 0.928], [-4.286, 1.130, 0.426], [-3.029, 2.197, 2.309], [-4.724, 3.508, 1.043], [1.772, 2.246, -1.144], [2.022, 1.556, 0.002], [3.254, 1.878, 0.375], [3.824, 2.781, -0.543], [2.852, 2.988, -1.490], [2.947, 3.882, -2.686], [3.969, 1.341, 1.596], [4.473, 2.517, 2.445], [5.174, 0.511, 1.127], [3.083, 0.464, 2.470], [-1.629, -2.336, -2.410], [-2.982, -2.192, -3.121], [-0.960, -3.629, -2.887], [-1.865, -2.383, -0.903], [1.105, 0.711, -5.803], [0.725, 2.217, -4.949], [2.180, 1.318, -4.539], [-0.260, -1.393, -4.947], [0.651, 2.890, -2.901], [-3.224, 4.874, -0.823], [-1.506, 5.792, -2.571], [0.150, 5.282, -2.238], [-0.750, 4.522, -3.546], [-3.528, 0.354, 0.313], [-5.046, 0.779, 1.132], [-4.755, 1.277, -0.551], [-2.313, 1.383, 2.254], [-2.489, 3.077, 2.661], [-3.792, 1.929, 3.044], [-5.198, 3.701, 0.077], [-5.496, 3.183, 1.745], [-4.300, 4.443, 1.415], [4.800, 3.237, -0.515], [3.932, 4.350, -2.687], [2.825, 3.339, -3.624], [2.196, 4.671, -2.670], [5.127, 3.172, 1.865], [3.637, 3.106, 2.828], [5.037, 2.137, 3.302], [5.854, 1.111, 0.518], [5.727, 0.133, 1.991], [4.846, -0.341, 0.525], [2.203, 1.009, 2.813], [2.774, -0.433, 1.925], [3.628, 0.148, 3.361], [-2.853, -2.161, -4.205], [-3.636, -3.034, -2.874], [-3.475, -1.267, -2.814], [-0.806, -3.610, -3.968], [0.013, -3.759, -2.412], [-1.584, -4.495, -2.646], [-2.325, -1.456, -0.563], [-2.522, -3.221, -0.655], [-0.927, -2.507, -0.360], [0.614, 3.892, 3.348], [-0.925, 3.508, 5.536], [0.498, 1.772, 7.061], [0.373, -0.581, 5.723]], "largest_force_ev_per_a": 0.7, "total_charge": -2, "homo_energy_ev": -0.810, "energy_ev": -74410.3578, "homo_lumo_gap_ev": 4.4, "relative_energy_ev": 0.7359}

***

{"formula": "C5H9BrN3", "method": "ωB97M-V/def2-TZVPD", "symbols": ["C", "C", "C", "C", "C", "N", "N", "N", "Br", "H", "H", "H", "H", "H", "H", "H", "H", "H"], "positions_angstrom": [[0.189, 2.324, 0.287], [0.747, -0.231, -0.410], [-1.448, 0.569, 0.395], [1.178, 1.224, 0.454], [-1.161, -1.866, -0.327], [-0.995, 1.986, 0.230], [-0.530, -0.492, -0.188], [1.732, -0.906, -0.971], [1.390, 0.570, 2.275], [0.515, 3.311, 0.171], [-1.584, 0.453, 1.506], [-2.437, 0.418, -0.156], [2.173, 1.593, 0.067], [-1.102, -2.392, -1.259], [-0.906, -2.627, 0.512], [-2.173, -1.639, -0.080], [2.698, -0.492, -1.113], [1.713, -1.803, -1.394]], "largest_force_ev_per_a": 4.4, "total_charge": 1, "homo_energy_ev": -13.828, "smiles": "CN1CN=C[C@@H](Br)C1=[NH2+]", "energy_ev": -79835.5549, "homo_lumo_gap_ev": 10.2, "relative_energy_ev": 1.1045}

***

{"formula": "C5H15NO2", "method": "ωB97M-V/def2-TZVPD", "symbols": ["C", "C", "C", "C", "C", "N", "H", "H", "H", "H", "H", "H", "H", "H", "H", "H", "H", "H", "H", "O", "H", "H", "O"], "positions_angstrom": [[0.698, 2.547, 0.300], [-0.232, 1.301, 0.506], [-1.608, 1.704, 1.082], [-2.785, 1.265, 0.290], [-4.000, 1.224, 0.823], [0.458, 0.489, 1.411], [1.673, 2.145, 0.023], [0.308, 3.257, -0.417], [0.782, 3.020, 1.278], [-0.323, 0.794, -0.461], [-1.570, 2.798, 1.086], [-1.684, 1.491, 2.153], [-2.639, 0.991, -0.756], [-4.889, 0.987, 0.244], [-4.197, 1.439, 1.867], [1.464, 0.347, 1.251], [0.043, -0.378, 1.768], [4.652, -4.577, -1.395], [3.605, -5.684, -1.027], [4.346, -5.171, -0.693], [2.190, -3.791, -2.484], [1.465, -2.819, -3.491], [2.245, -3.379, -3.356]], "largest_force_ev_per_a": 2.4, "total_charge": 1, "homo_energy_ev": [-13.612, -13.612], "energy_ev": -11003.4179, "homo_lumo_gap_ev": [10.2, 4.9], "multiplicity": 2, "relative_energy_ev": 2.4711}